{
  "formula": "C28H49Cl2FN2O2P",
  "method": "the ωB97M-V functional and the def2-TZVPD basis",
  "homo_energy_ev": -10.5,
  "charge": 1,
  "relative_energy_ev": 0.0000,
  "spin_multiplicity": 1,
  "homo_lumo_gap_ev": 5.62,
  "symbols": ["C", "C", "C", "Cl", "C", "C", "C", "C", "C", "C", "N", "C", "C", "C", "C", "C", "O", "C", "Cl", "N", "F", "C", "P", "O", "H", "H", "H", "H", "H", "H", "H", "H", "H", "H", "H", "H", "H", "H", "H", "H", "H", "H", "H", "H", "H", "C", "C", "C", "C", "C", "C", "H", "H", "H", "H", "H", "H", "H", "H", "H", "H", "H", "H", "H", "H", "C", "C", "C", "C", "C", "C", "H", "H", "H", "H", "H", "H", "H", "H", "H", "H", "H", "H", "H", "H"],
  "xyz": [[-2.072952, -0.105589, -2.495554], [-1.635966, -1.555359, -2.642818], [-0.831311, -1.912768, -3.916687], [-0.507986, -0.575046, -5.051025], [0.479897, -2.611779, -3.629813], [1.467481, -2.068357, -2.796521], [1.398546, -0.699368, -2.185100], [1.906204, 0.459272, -3.072514], [3.280363, 0.284241, -3.714350], [3.305735, -0.603376, -4.968202], [3.418661, 0.148409, -6.194181], [4.224401, -0.180922, -7.257393], [4.014075, 0.730927, -8.252432], [3.030684, 1.651423, -7.800973], [2.693016, 1.264084, -6.530134], [2.609133, -2.840699, -2.528324], [3.543606, -2.361999, -1.702747], [2.781526, -4.077433, -3.131316], [4.123412, -5.054101, -2.856324], [1.813518, -4.486525, -3.967074], [2.006771, -5.688289, -4.546044], [0.679130, -3.833742, -4.254393], [-0.572711, -4.576598, -5.403362], [-1.805454, -4.947850, -4.690944], [-1.234133, 0.587499, -2.509898], [-2.790800, 0.174196, -3.263631], [-2.571995, 0.004491, -1.532928], [-1.064672, -1.863509, -1.767161], [-2.521010, -2.190969, -2.660305], [-1.464353, -2.588661, -4.478677], [0.377778, -0.481815, -1.887946], [1.996646, -0.708552, -1.274310], [1.947404, 1.329445, -2.416262], [1.168270, 0.687790, -3.841046], [3.992450, -0.087332, -2.979935], [3.642789, 1.270303, -4.002543], [2.397605, -1.216037, -5.021449], [4.158398, -1.283411, -4.935209], [4.889883, -1.027599, -7.224504], [4.516957, 0.749352, -9.205257], [2.638271, 2.491396, -8.345619], [1.988752, 1.698676, -5.839340], [4.123942, -3.059953, -1.364595], [-0.657917, -3.555078, -6.358034], [0.145395, -5.594788, -6.031766], [-0.345855, 1.337116, 0.664011], [-0.320212, 2.197258, 1.923354], [-1.577156, 2.049878, 2.777639], [-2.877708, 2.463822, 2.087127], [-2.896342, 3.902070, 1.571813], [-2.719728, 4.943156, 2.673078], [-1.162665, 1.624904, -0.000409], [0.586784, 1.440643, 0.102670], [-0.473117, 0.280706, 0.918648], [-0.174823, 3.243788, 1.644588], [0.547084, 1.921860, 2.528790], [-1.450402, 2.631314, 3.693948], [-1.669273, 1.006136, 3.096537], [-3.700412, 2.330482, 2.795716], [-3.087471, 1.782952, 1.256012], [-3.848262, 4.075483, 1.064190], [-2.120703, 4.039070, 0.812311], [-3.495581, 4.837846, 3.433844], [-2.783387, 5.954029, 2.270264], [-1.752172, 4.849489, 3.168552], [-1.405943, 2.424476, 7.011349], [-1.011969, 1.056760, 6.462294], [-2.110183, 0.003810, 6.597678], [-2.527138, -0.306640, 8.036304], [-1.389900, -0.770103, 8.944972], [-0.722633, -2.060052, 8.477461], [-1.605694, 2.387925, 8.082788], [-0.611657, 3.155262, 6.852769], [-2.306180, 2.796921, 6.516516], [-0.098643, 0.713012, 6.955760], [-0.761964, 1.158800, 5.403518], [-1.783130, -0.916695, 6.105107], [-2.993750, 0.341962, 6.045876], [-3.300604, -1.080521, 8.013622], [-2.998973, 0.574678, 8.478403], [-1.789908, -0.918825, 9.950655], [-0.637386, 0.018100, 9.034115], [-1.452708, -2.868411, 8.399258], [0.051492, -2.376808, 9.176998], [-0.251161, -1.939653, 7.500518]],
  "atomic_forces_ev_per_a": [[-0.2, -0.1, 0.2], [-0.1, 0.0, 0.0], [-0.1, -0.1, 0.2], [-0.2, 0.1, -0.3], [-0.1, 0.0, -0.1], [0.2, 0.2, 0.0], [0.1, 0.0, 0.1], [0.1, 0.2, -0.1], [0.0, 0.0, 0.0], [-0.1, -0.1, 0.1], [0.1, 0.2, -0.3], [-0.1, 0.0, 0.1], [0.0, 0.1, -0.3], [0.2, -0.3, 0.2], [-0.2, 0.1, 0.1], [0.1, 0.0, 0.1], [-0.1, 0.1, 0.2], [-0.3, 0.0, -0.1], [0.1, -0.1, 0.0], [0.0, 0.1, 0.0], [0.1, -0.1, 0.0], [0.2, -0.2, -0.1], [-0.3, -0.2, 0.2], [0.1, 0.0, -0.1], [0.0, 0.1, -0.1], [0.1, 0.1, -0.1], [0.0, 0.0, 0.0], [0.0, 0.0, 0.0], [0.0, 0.0, 0.0], [0.0, 0.0, -0.1], [0.0, 0.0, 0.0], [0.0, 0.0, 0.0], [0.0, 0.0, 0.1], [0.1, 0.0, 0.2], [0.0, -0.1, 0.1], [0.1, 0.0, 0.0], [0.0, 0.0, 0.0], [0.0, 0.0, 0.0], [0.0, 0.0, 0.1], [0.0, 0.0, 0.0], [0.0, 0.1, 0.0], [0.0, 0.0, 0.0], [0.1, 0.0, -0.1], [0.1, 0.0, -0.1], [0.1, 0.0, -0.1], [0.1, 0.0, -0.1], [0.0, -0.1, 0.0], [0.0, 0.0, 0.0], [0.0, 0.0, 0.0], [0.0, 0.0, 0.0], [0.0, 0.0, -0.1], [0.0, 0.0, 0.0], [0.0, 0.0, 0.0], [0.0, 0.0, 0.0], [0.0, 0.0, 0.0], [0.0, 0.0, 0.0], [0.0, 0.0, 0.0], [0.0, 0.0, 0.0], [0.0, 0.0, 0.0], [0.0, 0.0, 0.0], [0.0, 0.0, 0.0], [0.0, 0.0, 0.0], [0.0, 0.0, 0.0], [0.0, 0.0, 0.0], [0.0, 0.0, 0.0], [0.0, 0.0, 0.0], [0.0, 0.0, 0.0], [0.0, 0.0, 0.0], [0.0, 0.0, 0.0], [0.0, -0.1, 0.0], [0.0, 0.0, 0.0], [0.0, 0.0, 0.0], [0.0, 0.0, 0.0], [0.0, 0.0, 0.0], [0.0, 0.0, 0.0], [0.0, 0.0, 0.0], [0.0, 0.0, 0.0], [0.0, 0.0, 0.0], [0.0, 0.0, 0.0], [0.0, 0.0, 0.0], [0.0, 0.0, 0.0], [0.0, 0.0, 0.0], [0.0, 0.0, 0.0], [0.0, 0.0, 0.0], [0.0, 0.0, 0.0]]
}